{
  "formula": "C9H15FeO9",
  "method": "ωB97M-V/def2-TZVPD",
  "orbital_gap_ev": [10.36, 9.38],
  "homo_ev": [-9.80, -10.00],
  "e_above_lowest_kj_mol": 18.3,
  "s_squared": 8.756,
  "spin_multiplicity": 6,
  "lumo_ev": [0.56, -0.62],
  "molar_mass_da": 323.1,
  "symbols": ["Fe", "C", "C", "O", "O", "H", "H", "H", "C", "C", "O", "O", "H", "H", "H", "C", "C", "O", "O", "H", "H", "H", "C", "O", "C", "O", "O", "C", "H", "H", "H", "H", "H", "H"],
  "coordinates": [[19.92392, 21.17839, -9.99846], [20.70213, 24.78454, -11.51987], [20.46719, 23.44054, -10.90939], [21.40875, 22.65158, -10.66554], [19.27942, 23.03063, -10.66043], [19.89667, 25.47253, -11.28977], [20.81161, 24.66037, -12.59666], [21.65637, 25.15539, -11.14404], [19.45240, 17.90089, -12.05396], [19.92797, 19.05796, -11.25654], [20.23266, 20.18100, -11.78580], [19.87478, 19.03260, -9.99339], [19.91728, 16.95787, -11.78180], [19.56466, 18.08822, -13.11992], [18.38180, 17.80783, -11.85199], [20.60611, 21.40939, -6.10349], [20.35660, 21.30062, -7.55550], [21.30105, 21.10020, -8.37759], [19.19349, 21.41144, -8.06674], [19.94116, 20.79522, -5.49822], [20.49574, 22.43661, -5.75772], [21.62370, 21.08230, -5.88751], [16.12082, 22.27782, -11.65055], [15.70680, 21.12238, -10.89376], [16.66966, 20.41805, -10.32295], [17.82208, 20.77222, -10.28231], [16.28161, 19.28855, -9.76449], [14.94080, 18.81879, -9.89043], [17.02796, 22.71321, -11.23466], [15.29704, 22.97964, -11.59912], [16.30223, 21.96410, -12.67682], [14.97334, 17.73676, -9.95839], [14.44100, 19.24579, -10.75428], [14.37206, 19.09832, -9.00066]],
  "forces_ev_per_angstrom": [[0.621, 0.096, 0.432], [0.445, -0.065, 0.248], [-0.300, -0.546, -0.065], [-0.053, -0.063, 0.021], [0.002, 0.124, -0.036], [-0.079, 0.020, -0.061], [-0.132, 0.008, -0.044], [-0.095, 0.107, -0.042], [-0.190, -0.141, -0.636], [-0.118, 0.945, 1.038], [-0.232, -0.254, -0.275], [0.149, -0.233, -0.190], [0.124, 0.063, 0.153], [0.146, -0.027, 0.032], [0.054, -0.029, 0.089], [0.527, -0.183, 0.846], [-0.251, -0.216, -1.442], [-0.103, 0.003, 0.230], [0.030, 0.121, 0.450], [-0.255, 0.002, -0.280], [-0.065, 0.071, -0.164], [-0.022, 0.129, -0.091], [0.218, 0.115, 0.021], [-0.205, -0.205, 0.017], [0.069, 0.217, 0.154], [-0.102, -0.055, -0.281], [0.224, -0.098, -0.100], [-0.620, 0.216, 0.183], [-0.068, -0.048, 0.020], [-0.085, -0.011, -0.041], [-0.024, 0.045, -0.019], [0.170, -0.026, -0.039], [0.086, -0.085, -0.102], [0.133, 0.005, -0.025]]
}